[1]
{"formula": "C12H15N", "method": "ωB97M-V/def2-TZVPD", "elements": ["C", "C", "C", "C", "C", "C", "C", "C", "C", "C", "C", "C", "H", "H", "H", "H", "H", "H", "H", "H", "H", "H", "H", "H", "H", "H", "H", "N"], "coordinates": [[1.53, -0.69, -0.76], [1.50, 0.66, -1.33], [0.55, 1.54, -0.29], [1.33, 1.78, 0.87], [1.55, 0.24, 1.41], [0.88, -0.89, 0.52], [-0.73, -0.50, 0.51], [-1.73, -1.53, 0.40], [-3.10, -1.18, -0.08], [-3.26, 0.41, -0.15], [-2.08, 1.11, -0.47], [-0.73, 0.78, -0.06], [3.38, -0.82, -1.47], [2.97, -1.64, 0.91], [0.70, -1.33, -1.43], [1.15, 1.03, -2.39], [2.51, 0.93, -1.47], [0.34, 2.45, -0.79], [0.97, 2.33, 1.76], [2.34, 2.26, 0.71], [1.02, 0.16, 2.42], [2.47, 0.03, 1.57], [1.26, -2.04, 0.85], [-1.46, -2.45, 0.72], [-3.97, -1.93, -0.28], [-4.31, 0.98, -0.21], [-2.37, 2.24, -0.49], [2.69, -1.79, -0.54]], "nbo_charge": [-0.142, -0.436, -0.244, -0.396, -0.405, -0.220, 0.001, -0.224, -0.198, -0.201, -0.226, -0.037, 0.298, 0.324, 0.216, 0.237, 0.218, 0.222, 0.221, 0.213, 0.206, 0.183, 0.253, 0.212, 0.235, 0.233, 0.203, -0.744], "total_energy_ha": -520.60148, "max_force_ha_per_bohr": 0.1669, "gap_ev": 9.0, "de_lowest_kj_mol": 1144.4}

=====

[2]
{"formula": "C42H28Br2CeN3O7PSe2", "method": "ωB97M-V/def2-TZVPD", "elements": ["Ce", "Br", "C", "C", "C", "C", "O", "C", "C", "N", "C", "C", "C", "C", "C", "C", "C", "C", "N", "C", "C", "H", "H", "H", "H", "H", "H", "H", "H", "H", "H", "Se", "P", "Se", "C", "C", "C", "C", "C", "C", "C", "C", "C", "C", "C", "C", "H", "H", "H", "H", "H", "H", "H", "H", "H", "H", "Br", "C", "C", "C", "C", "C", "C", "C", "O", "O", "H", "H", "H", "H", "O", "C", "O", "C", "C", "C", "C", "C", "C", "N", "O", "O", "H", "H", "H", "H"], "coordinates": [[0.10, -0.23, 0.68], [-5.78, -5.03, -0.12], [-4.26, -4.02, 0.47], [-3.06, -4.71, 0.54], [-1.92, -4.05, 0.97], [-1.97, -2.68, 1.16], [-0.87, -2.03, 1.50], [-3.24, -1.99, 1.19], [-3.39, -0.56, 1.43], [-2.45, 0.33, 1.29], [-2.73, 1.65, 1.53], [-3.93, 2.33, 1.36], [-4.12, 3.65, 1.77], [-3.05, 4.31, 2.27], [-1.78, 3.75, 2.31], [-0.60, 4.46, 2.75], [0.59, 3.82, 2.76], [0.63, 2.56, 2.15], [-0.39, 1.85, 1.78], [-1.62, 2.41, 1.96], [-4.41, -2.70, 0.84], [-3.08, -5.74, 0.24], [-0.98, -4.55, 1.13], [-4.44, -0.28, 1.72], [-4.80, 1.76, 0.97], [-5.05, 4.13, 1.68], [-3.23, 5.31, 2.69], [-0.75, 5.48, 3.07], [1.44, 4.36, 3.03], [1.63, 2.12, 2.04], [-5.34, -2.16, 0.96], [2.84, 0.73, -0.10], [1.83, 1.57, -1.90], [-0.26, 2.12, -1.48], [2.81, 2.93, -2.64], [2.41, 3.48, -3.84], [3.11, 4.54, -4.39], [4.27, 5.00, -3.70], [4.81, 4.29, -2.65], [4.06, 3.29, -2.06], [1.82, 0.28, -3.14], [0.63, -0.19, -3.66], [0.68, -1.32, -4.47], [1.84, -1.88, -4.89], [3.04, -1.28, -4.50], [3.01, -0.26, -3.57], [1.44, 3.22, -4.37], [2.78, 5.07, -5.26], [4.80, 5.83, -4.08], [5.71, 4.61, -2.13], [4.40, 2.66, -1.25], [-0.35, 0.30, -3.41], [-0.29, -1.70, -4.75], [1.78, -2.80, -5.39], [4.01, -1.74, -4.75], [3.91, 0.25, -3.14], [-0.19, 3.53, 7.89], [0.49, 2.46, 6.41], [1.86, 2.24, 6.33], [2.38, 1.40, 5.34], [1.51, 0.67, 4.55], [0.15, 0.78, 4.77], [-0.39, 1.66, 5.68], [2.16, -0.01, 3.30], [3.35, 0.07, 3.10], [1.32, -0.52, 2.43], [2.59, 2.76, 6.94], [3.43, 1.24, 5.19], [-0.45, 0.12, 4.17], [-1.48, 1.67, 5.82], [0.85, -1.63, -1.02], [-0.32, -1.90, -1.35], [-1.27, -1.11, -1.10], [-0.67, -3.25, -1.84], [-2.00, -3.56, -2.15], [-2.33, -4.83, -2.58], [-1.33, -5.83, -2.67], [-0.04, -5.49, -2.39], [0.28, -4.21, -2.03], [1.12, -6.45, -2.53], [2.18, -6.02, -2.97], [0.87, -7.57, -2.17], [-2.81, -2.80, -2.10], [-3.39, -5.03, -2.78], [-1.44, -6.83, -3.01], [1.36, -4.09, -1.81]], "mulliken_charge": [-0.252, -0.200, -0.227, -0.432, -0.435, 0.370, -0.557, 0.406, -0.397, 0.486, -0.729, -0.315, -1.137, -0.742, 0.870, -0.784, -1.798, 0.262, 1.244, 0.688, -1.110, 0.529, 0.556, 0.426, 0.529, 0.491, 0.373, 0.464, 0.647, 0.440, 0.549, -0.373, 0.469, -0.390, 0.839, -0.245, -0.624, -0.456, -0.732, -0.198, 0.498, -0.214, -0.467, -0.511, -0.732, -0.581, 0.248, 0.411, 0.406, 0.346, 0.315, 0.343, 0.449, 0.454, 0.330, 0.335, -0.194, -0.095, -0.427, -0.714, 0.053, -0.059, -0.347, 0.227, -0.649, -0.004, 0.417, 0.499, 0.583, 0.440, -0.817, 1.529, -0.844, 0.326, -0.434, -0.769, -0.771, 0.350, 0.001, 0.976, -0.562, -0.580, 0.419, 0.388, 0.533, 0.393], "total_energy_ha": -13075.75006, "max_force_ha_per_bohr": 0.0493, "gap_ev": 6.7, "de_lowest_kj_mol": 0.0}

=====

[3]
{"formula": "C27H34N6O4PPdSe2", "method": "ωB97M-V/def2-TZVPD", "elements": ["Pd", "O", "C", "C", "C", "O", "C", "Se", "C", "Se", "H", "H", "H", "H", "H", "H", "H", "H", "H", "H", "C", "O", "C", "C", "C", "C", "C", "C", "N", "N", "C", "C", "C", "C", "O", "C", "N", "C", "C", "C", "C", "H", "H", "H", "H", "H", "H", "H", "H", "H", "H", "H", "H", "C", "N", "C", "N", "C", "N", "C", "P", "C", "C", "H", "H", "H", "H", "H", "H", "H", "H", "H", "H", "H", "H"], "coordinates": [[-0.01, -0.28, -1.63], [-2.64, -1.93, -6.91], [-2.84, -2.51, -5.61], [-2.12, -1.68, -4.54], [-2.39, -0.19, -4.79], [-3.77, 0.07, -5.11], [-2.67, -2.17, -3.20], [-2.21, -1.18, -1.57], [-0.62, -1.98, -4.67], [0.66, -0.76, -3.84], [-2.76, -2.61, -7.57], [-2.44, -3.53, -5.57], [-3.91, -2.55, -5.38], [-1.74, 0.16, -5.58], [-2.17, 0.37, -3.89], [-3.92, -0.30, -5.98], [-2.36, -3.21, -3.04], [-3.76, -2.13, -3.22], [-0.36, -1.97, -5.73], [-0.42, -2.98, -4.27], [-2.85, 6.56, 1.28], [-2.55, 6.40, 2.65], [-1.40, 5.72, 2.96], [-1.23, 5.35, 4.28], [-0.10, 4.66, 4.67], [0.87, 4.28, 3.75], [0.70, 4.68, 2.43], [-0.42, 5.39, 2.03], [1.96, 3.51, 4.26], [2.75, 2.85, 3.53], [2.41, 2.16, 2.37], [3.46, 2.01, 1.46], [3.28, 1.56, 0.17], [2.03, 1.14, -0.29], [1.83, 0.71, -1.47], [0.94, 1.16, 0.68], [-0.26, 0.67, 0.25], [-1.29, 0.67, 1.06], [-1.18, 1.07, 2.40], [0.02, 1.51, 2.87], [1.12, 1.64, 2.00], [-3.86, 6.96, 1.24], [-2.82, 5.61, 0.75], [-2.17, 7.26, 0.79], [-2.01, 5.61, 4.99], [0.03, 4.35, 5.71], [1.46, 4.43, 1.69], [-0.52, 5.67, 0.99], [4.44, 2.34, 1.80], [4.11, 1.53, -0.53], [-2.22, 0.30, 0.65], [-2.04, 1.00, 3.05], [0.12, 1.76, 3.91], [1.01, -4.77, 2.02], [0.71, -3.35, 2.16], [1.95, -2.63, 2.41], [2.99, -2.88, 1.42], [3.21, -4.31, 1.31], [2.00, -5.07, 0.99], [1.50, -4.73, -0.35], [1.02, -2.93, -0.62], [0.02, -2.84, 0.96], [2.62, -2.29, 0.12], [0.08, -5.31, 1.78], [1.39, -5.13, 2.98], [2.33, -2.93, 3.39], [1.74, -1.55, 2.43], [3.59, -4.67, 2.27], [3.96, -4.50, 0.54], [0.63, -5.36, -0.56], [2.28, -4.99, -1.08], [-0.90, -3.41, 0.80], [-0.27, -1.80, 1.14], [2.56, -1.21, 0.24], [3.42, -2.49, -0.60]], "mulliken_charge": [0.681, -0.560, -1.661, 2.203, -1.106, -0.621, -1.297, -0.357, -1.467, -0.268, 0.334, 0.555, 0.465, 0.442, 0.434, 0.359, 0.461, 0.418, 0.467, 0.373, -0.814, -0.466, 0.980, -0.661, 0.039, -0.504, -0.269, -0.436, -0.748, -0.435, -0.242, -0.268, -0.706, 0.705, -0.911, -0.034, -0.578, -0.674, -1.092, -0.827, 1.914, 0.235, 0.350, 0.312, 0.409, 0.432, 0.407, 0.378, 0.425, 0.418, 0.466, 0.466, 0.658, -0.975, 0.151, -0.793, 0.110, -0.979, 0.094, -1.194, 0.878, -0.347, -0.407, 0.395, 0.318, 0.343, 0.145, 0.326, 0.399, 0.414, 0.463, 0.433, 0.071, -0.183, 0.551], "total_energy_ha": -6950.88324, "max_force_ha_per_bohr": 0.0333, "total_charge": -1, "gap_ev": 6.1, "de_lowest_kj_mol": 22.9}

=====

[4]
{"formula": "H4N2OS2", "method": "ωB97M-V/def2-TZVPD", "elements": ["N", "N", "O", "S", "S", "H", "H", "H", "H"], "coordinates": [[-0.13, -0.90, 1.03], [-1.00, 1.30, -0.46], [-0.40, 0.34, 1.07], [1.32, -1.57, -0.03], [0.35, 2.07, -1.01], [-0.89, -1.58, 0.70], [-1.47, 2.11, 0.07], [1.29, -2.85, 0.31], [0.94, 1.09, -1.69]], "nbo_charge": [-0.255, -0.635, -0.282, -0.016, 0.267, 0.343, 0.358, 0.123, 0.098], "total_energy_ha": -983.31538, "max_force_ha_per_bohr": 0.0608, "gap_ev": [8.3, 7.9], "de_lowest_kj_mol": 419.0}

=====

[5]
{"formula": "C7H12N2OSSi", "method": "ωB97M-V/def2-TZVPD", "elements": ["C", "C", "C", "C", "C", "C", "C", "N", "N", "O", "Si", "S", "H", "H", "H", "H", "H", "H", "H", "H", "H", "H", "H", "H"], "coordinates": [[-2.46, 1.67, 0.39], [-1.02, 1.47, 0.39], [-3.41, 0.84, -0.09], [-2.14, -1.49, 0.01], [2.78, 1.09, -0.02], [1.35, -0.86, -1.71], [1.50, -1.31, 1.60], [-2.76, -0.62, -0.57], [-0.37, 0.33, 0.22], [-4.58, 0.86, -0.31], [1.29, -0.08, -0.01], [-1.46, -2.78, 0.57], [-2.63, 2.66, 0.75], [-0.49, 2.45, 0.53], [3.59, 0.48, 0.19], [2.88, 1.89, -0.75], [2.72, 1.64, 0.94], [2.38, -1.16, -1.87], [0.58, -1.69, -1.91], [1.09, -0.14, -2.48], [1.18, -0.76, 2.54], [0.79, -2.09, 1.29], [2.53, -1.71, 1.68], [-3.34, -0.70, -1.37]], "nbo_charge": [-0.570, 0.185, 0.652, 0.339, -1.127, -1.139, -1.060, -0.677, -0.984, -0.563, 1.760, 0.230, 0.239, 0.157, 0.239, 0.243, 0.233, 0.235, 0.232, 0.244, 0.238, 0.213, 0.222, 0.458], "total_energy_ha": -1146.28237, "max_force_ha_per_bohr": 0.0643, "gap_ev": 6.9, "de_lowest_kj_mol": 63.9}

=====

[6]
{"formula": "C8H15Br3IN2O5S2", "method": "ωB97M-V/def2-TZVPD", "elements": ["C", "C", "O", "N", "C", "C", "C", "C", "C", "S", "O", "O", "N", "S", "O", "O", "I", "H", "H", "H", "H", "H", "H", "H", "H", "H", "H", "H", "H", "H", "H", "C", "Br", "Br", "Br", "H"], "coordinates": [[3.69, 0.74, 1.01], [2.31, 0.22, 0.41], [1.81, -0.87, 0.77], [1.64, 1.11, -0.60], [1.12, 0.15, -1.63], [0.55, 1.78, 0.18], [-0.54, 2.55, -0.70], [-1.88, 2.65, 0.21], [-3.15, 1.97, -0.45], [-2.99, 0.10, -0.58], [-2.32, -0.30, -1.90], [-2.02, -0.29, 0.52], [-4.55, -0.56, -0.40], [-4.52, -2.27, -0.33], [-3.94, -2.92, -1.57], [-5.97, -2.70, -0.26], [-3.50, -3.12, 1.73], [3.52, 1.79, 1.43], [4.02, 0.04, 1.85], [4.45, 0.79, 0.17], [0.28, -0.53, -1.25], [1.99, -0.45, -2.08], [0.65, 0.74, -2.50], [0.10, 1.03, 0.94], [1.07, 2.58, 0.83], [-0.84, 2.03, -1.66], [-0.11, 3.59, -0.92], [-1.63, 2.25, 1.26], [-2.12, 3.77, 0.35], [-4.03, 2.14, 0.28], [-3.43, 2.44, -1.46], [3.96, -4.03, 1.26], [3.70, -5.75, 0.40], [4.25, -4.21, 3.17], [5.37, -3.00, 0.42], [3.04, -3.46, 1.13]], "nbo_charge": [-0.720, 0.733, -0.574, -0.535, -0.449, -0.232, -0.430, -0.403, -0.622, 2.102, -0.954, -0.984, -1.077, 1.926, -0.891, -0.929, -0.083, 0.230, 0.233, 0.237, 0.249, 0.197, 0.205, 0.226, 0.181, 0.239, 0.201, 0.235, 0.205, 0.247, 0.241, -0.485, 0.084, 0.076, 0.074, 0.252], "total_energy_ha": -9615.58639, "max_force_ha_per_bohr": 0.1290, "total_charge": -1, "gap_ev": 7.6}